Below is a cluster of 5 separate species, C65H145O3P4 in total, with properties calculated with wB97M-V/def2-TZVPD.

Geometry as XYZ:
```
217
Properties=species:S:1:pos:R:3:lowdin_charge:R:1
P 3.3471 -1.3926 4.1273 1.0658
P 4.0767 3.8560 -0.9795 1.0151
P -5.0820 0.2097 -6.6214 1.0565
P -3.3400 -1.5483 2.3395 1.0344
O 0.7973 -0.2535 1.2476 -0.0270
O 0.9039 1.3133 -0.2931 0.0521
O 2.6943 0.8475 0.8849 -0.0411
C -0.8200 3.2478 3.1260 -0.0693
C -2.3038 -3.7587 4.0410 -0.2489
C -9.6467 2.1916 -4.4890 -0.1176
C 1.4769 0.6166 0.6987 -0.8553
C 7.1483 -2.8505 6.0169 -0.1115
C 4.1592 4.9850 1.6211 -0.2238
C 0.7147 6.6642 -0.1802 -0.1296
C 8.0691 4.7719 -1.1959 -0.2522
C -2.8525 -2.0624 -9.1018 -0.3065
C -6.2407 -1.3843 2.1791 -0.2615
C 1.4261 4.7080 -1.6663 -0.1935
C -3.0396 -0.7915 -8.2449 -0.2490
C -2.2058 1.3895 -3.7233 -0.2225
C 4.2144 -1.9384 5.5937 -0.2435
C -3.7247 1.1508 -5.7837 -0.2478
C 3.6732 4.9138 3.0823 -0.2361
C 6.2672 0.0344 1.4260 -0.2831
C -5.5397 -1.3825 -5.7541 -0.2450
C -1.9019 2.3715 2.3766 -0.2467
C 5.6749 4.6388 -1.2234 -0.2749
C -4.4577 -0.2099 -8.2808 -0.2543
C 4.7118 -3.4093 5.4220 -0.2429
C -2.2561 -4.5060 -0.3599 -0.2422
C -5.4919 -3.9615 -3.7618 -0.1122
C -3.0365 0.3599 -4.6341 -0.2095
C 4.0772 0.8372 -3.8575 -0.2758
C -4.9736 -3.9651 -5.1957 -0.2174
C -7.4884 -1.6974 2.9667 -0.2789
C -2.8828 0.1286 1.8873 -0.2494
C -2.1173 0.9921 2.9616 -0.2250
C -5.0100 -1.4841 3.1173 -0.2413
C -0.4620 1.1500 6.6868 -0.0994
C -1.5979 -2.7374 -8.8427 -0.1202
C -1.5318 -4.1581 5.3205 -0.2432
C 9.3419 4.5028 -0.3191 -0.0859
C 3.9843 3.6098 3.8044 -0.1060
C 0.5906 6.0534 -1.5183 -0.2441
C -2.1368 -3.1238 0.3275 -0.1968
C 2.5926 0.2003 4.5738 -0.2674
C -2.4038 -5.7101 0.5539 -0.1009
C 1.9503 -2.5618 3.6372 -0.2165
C 0.9189 1.3799 6.0699 -0.2460
C 5.7121 -0.3200 2.8312 -0.2031
C 4.2783 0.7643 -5.4041 -0.0820
C -8.7189 2.2604 -5.6196 -0.2737
C 2.9259 5.0144 -1.7534 -0.2656
C -4.5022 -2.5209 -5.6754 -0.2187
C 6.9223 3.9962 -0.5966 -0.2616
C -1.0983 0.7363 -2.8682 -0.0954
C 4.1008 2.1987 -1.7266 -0.2217
C -8.7196 -1.2750 2.2004 -0.1045
C 2.4507 -3.8307 2.9590 -0.2729
C 7.3218 1.0534 1.4869 -0.1207
C 1.2844 -4.4811 2.2941 -0.2460
C -1.7052 -5.6854 5.5626 -0.0817
C 1.4410 0.0295 5.5473 -0.2509
C 5.9108 -3.6703 6.2908 -0.2727
C -6.5287 1.3195 -6.6923 -0.2843
C 4.5054 -1.3007 2.7066 -0.2447
C 4.2067 2.2111 -3.2981 -0.2545
C 1.8504 -5.5710 1.2969 -0.0670
C 3.8048 3.7556 0.7961 -0.2702
C -2.1143 -2.2757 3.6415 -0.2044
C -3.4680 -2.6706 0.9882 -0.2719
C -7.3508 1.4566 -5.4402 -0.2381
H 3.1479 1.7193 -1.5024 0.0754
H -2.8584 -1.7521 -10.1466 0.1253
H -7.5508 -1.3147 3.9854 0.1181
H 1.0815 3.9975 -2.4176 0.0992
H 1.0478 -5.9141 0.6441 0.0571
H 0.5727 -0.4519 5.0976 0.0901
H -2.4491 -0.0326 0.9004 0.0847
H 0.0615 2.6081 3.0837 0.0554
H 5.0915 2.7204 -3.6800 0.1153
H -5.8719 -4.2735 -5.7305 0.1063
H 3.3539 0.8595 4.9910 0.0970
H -4.8951 -3.3548 -3.0807 0.0582
H -5.1397 -0.9552 -8.6899 0.1026
H -6.3236 -2.0484 1.3188 0.1050
H -6.4533 -3.4483 -3.7381 0.0703
H 3.7226 3.5905 4.8623 0.0780
H 3.3914 1.2924 -5.7545 0.0654
H -3.7243 -2.1632 -5.0008 0.0849
H 0.0778 0.8251 -0.3228 0.0646
H -2.6218 1.0789 3.9239 0.1131
H -2.7029 -6.6733 0.1405 0.0879
H 8.2089 4.5240 -2.2481 0.1191
H 6.6715 -0.8626 0.9568 0.1206
H -3.0940 -4.6548 -1.0410 0.0994
H -7.6686 0.4981 -5.0299 0.0949
H -0.9001 -2.0698 -9.3483 0.0932
H 4.8676 1.5986 -1.2368 0.0914
H -0.4828 -3.8790 5.2216 0.0869
H -7.4434 -2.7704 3.1531 0.1165
H 0.5910 -4.7820 3.0795 0.0982
H 0.8455 6.8464 -2.2214 0.1163
H -1.3002 -3.0438 1.0215 0.0809
H -1.7470 -2.4429 -0.4292 0.1014
H 6.2017 -4.7199 6.2495 0.1184
H 7.6652 1.0659 0.4525 0.0793
H 2.1226 -6.5058 1.7869 0.0752
H 10.1399 5.0585 -0.8114 0.0738
H -0.9886 2.0991 6.7866 0.0777
H -1.5320 2.3498 1.3516 0.0969
H -4.9731 -0.6229 3.7845 0.1044
H 6.9532 4.0829 0.4895 0.0987
H -2.0598 -3.6147 6.1041 0.1094
H -3.3668 -3.9779 4.1413 0.1074
H -1.2147 0.4613 3.2642 0.0842
H -6.3097 2.3164 -7.0747 0.1161
H -2.7591 -5.9381 5.6785 0.0785
H -0.5289 0.0471 -3.4917 0.0779
H -1.3042 -6.1938 4.6858 0.0681
H -1.8551 -4.4533 3.3308 0.0816
H 6.8136 1.9699 1.7865 0.0607
H 5.7269 -3.4740 7.3471 0.1167
H -2.8425 2.9211 2.4142 0.1120
H -8.3514 3.2799 -5.7368 0.1058
H -1.3572 -3.0655 -7.8315 0.0853
H -1.4935 -4.6799 -1.1190 0.1064
H -0.6536 4.2034 2.6289 0.0647
H 1.5141 -2.8024 4.6067 0.0817
H -1.1601 -2.1093 3.1415 0.0621
H 3.2565 -3.7673 2.2278 0.1029
H 1.2182 -1.9695 3.0883 0.0688
H -0.3662 0.6872 7.6690 0.0826
H -1.1895 3.4374 4.1338 0.0725
H 5.0105 3.2716 3.6605 0.0726
H -1.0605 0.4976 6.0510 0.0476
H -10.0121 1.1668 -4.4230 0.0832
H 0.0442 7.5194 -0.0953 0.0858
H -2.0572 -1.6601 4.5392 0.0876
H -0.4658 5.8342 -1.6732 0.1030
H -8.5873 -0.2730 1.7923 0.0705
H -0.4949 1.5328 -2.4329 0.0556
H -4.2880 2.0378 -5.4936 0.0883
H 9.5935 3.4424 -0.2976 0.0685
H -8.9729 -1.8046 1.2819 0.0799
H 3.8556 -4.0772 5.5165 0.1037
H 5.8123 4.6863 -2.3037 0.1017
H 7.5046 -2.8446 4.9868 0.0730
H -4.2718 -2.3703 0.3161 0.1029
H 2.5849 4.9748 3.0827 0.0996
H -6.4663 -1.7614 -6.1852 0.1075
H 3.3112 5.0774 -2.7711 0.0993
H 9.2607 4.8032 0.7255 0.0749
H 4.9631 -2.2800 2.5663 0.0846
H 7.0795 2.9519 -0.8666 0.1023
H 0.5062 6.0465 0.6935 0.0704
H -3.8486 -0.1367 -4.1031 0.0882
H 4.0482 5.7881 3.6145 0.1162
H -1.2437 -6.0560 6.4779 0.0783
H -1.7865 2.1898 -4.3330 0.1035
H -2.3579 -0.0052 -8.5692 0.1211
H 1.7776 -0.4978 6.4399 0.1122
H -5.8284 -1.1437 -4.7305 0.0820
H 2.7675 3.4415 0.9119 0.0858
H -1.6143 -5.9086 1.2789 0.0594
H 5.6028 5.6269 -0.7689 0.1039
H -6.8399 1.8678 -4.5696 0.1127
H -5.6587 -4.9947 -3.4570 0.0822
H 3.3042 2.6741 -3.6969 0.1057
H -3.7022 -2.7436 -9.0562 0.1105
H -6.3041 -0.4928 1.5552 0.1084
H 4.9413 -1.2594 6.0394 0.1047
H 7.0545 -1.8087 6.3235 0.0682
H -3.0069 1.4375 -6.5522 0.0991
H -7.0031 0.8630 -7.5610 0.1015
H 8.0022 -3.3018 6.5220 0.0845
H -1.5048 0.1283 -2.0600 0.0592
H 5.0829 -3.7047 4.4406 0.1016
H 5.1031 1.3432 -5.8196 0.0735
H -2.9145 1.9149 -3.0831 0.1020
H -1.6274 -3.6496 -9.4387 0.0907
H 4.3563 2.8840 1.1486 0.0835
H 4.0131 -1.1406 1.7474 0.0882
H 0.7803 2.1187 5.2805 0.0831
H -10.4435 2.9179 -4.6491 0.0912
H 2.7302 -5.2409 0.7445 0.0763
H 8.1147 0.9875 2.2319 0.0925
H -4.0448 -2.6867 -6.6507 0.0835
H -2.3327 -0.3531 -5.0636 0.0966
H 6.5535 -0.6398 3.4460 0.1099
H 3.1409 0.4000 -3.5106 0.1115
H 4.9103 0.3006 -3.4035 0.1076
H 0.7374 -3.8013 1.6408 0.0906
H 1.3425 4.0644 -0.7907 0.0764
H 3.3761 2.7829 3.4378 0.0450
H -4.4690 0.6992 -8.8820 0.1083
H 5.3678 0.6172 3.2684 0.0916
H -9.5853 -1.1582 2.8523 0.0830
H -4.2004 -4.6649 -5.5128 0.1101
H 7.8550 5.8315 -1.0561 0.1107
H -3.8377 0.6031 1.6613 0.0969
H -3.8807 -3.5403 1.4995 0.0885
H 2.1953 0.6933 3.6865 0.0830
H 5.2297 4.9413 1.8215 0.1022
H 5.4622 0.4244 0.8033 0.0890
H -3.1880 -5.4336 1.2586 0.0537
H 3.1679 5.9918 -1.3361 0.0920
H 1.7139 7.0859 -0.0717 0.0670
H 2.8642 -4.5626 3.6528 0.1109
H 3.9222 5.9375 1.1470 0.1079
H -9.1884 2.4318 -3.5296 0.0818
H -2.7127 -1.0337 -7.2337 0.0756
H 1.5636 1.8459 6.8150 0.1185
H 4.3943 -0.2170 -5.8642 0.0733
H -5.0864 -2.3568 3.7659 0.0916
H 3.4445 -2.0676 6.3544 0.0951
H -9.1473 2.2062 -6.6204 0.1174
```

Properties
- total energy (Ha) = -4153.9569
- energy relative to the best compared isomer or geometry (same formula, charge and spin) (eV) = 3.3113
- total charge = +3
- highest occupied orbital energy (Eh) = -0.511

Below is a structure of composition C65H68AsN4O2RhS2, with properties calculated with wB97M-V/def2-TZVPD.

Geometry as XYZ:
```
143
Properties=species:S:1:pos:R:3:mulliken_spin:R:1
Rh 0.0748 0.7951 -0.4547 2.5445
As -2.6740 -2.0352 1.6820 0.0080
S 2.9206 2.3714 3.1116 0.0131
S 2.1310 2.0398 0.2289 0.3105
O -2.0825 0.9581 -0.7701 0.1208
O -1.3939 -1.2081 1.1126 -0.0041
N 0.2384 1.9683 -2.3846 0.1167
N 1.4601 -0.6184 -1.3131 0.5378
N -0.5668 1.7534 1.5164 0.0311
N 0.4842 2.0097 2.3459 0.0434
C 1.1817 -2.4013 -2.9161 0.1111
C -4.1772 -2.8261 -2.0748 -0.0010
C -0.5317 5.6220 -2.7317 -0.0074
C -4.3831 1.1918 -0.6161 0.0229
C 0.8445 4.9167 -4.5338 -0.0075
C -3.2922 -1.3130 3.3713 0.0019
C 0.9233 3.6349 -4.0040 -0.0044
C -1.3072 -6.3518 3.0597 0.0001
C 0.5597 -3.2729 0.2822 0.0047
C 5.2249 -2.2835 -0.3273 0.0137
C 5.7162 -0.5555 3.5833 0.0008
C -1.3415 4.1288 -0.9329 0.0062
C -2.1443 -3.8300 2.2437 -0.0005
C -0.0940 -0.3417 -3.1967 0.1839
C -3.3892 -2.5135 -0.9788 -0.0017
C 1.7450 -2.6791 1.0449 -0.0034
C 4.4786 0.0840 3.6167 0.0011
C -1.7408 2.1299 1.9535 -0.0299
C -1.8171 2.9476 3.2269 0.0136
C -5.3161 -2.6422 0.4595 -0.0001
C -0.7876 -0.9985 -4.2296 -0.0802
C 1.6770 2.0763 1.8853 -0.0293
C -3.0797 1.2977 -0.0452 -0.0067
C 3.8688 -1.3097 5.4933 0.0006
C -1.4521 -3.9851 3.4407 0.0003
C -0.5362 -2.2986 -4.5887 0.1223
C 1.8405 2.6481 -4.7086 -0.0164
C -6.1038 -2.9494 -0.6388 0.0003
C -2.3225 -0.6222 4.0890 -0.0008
C -2.5899 -0.1831 5.3767 0.0002
C 4.1140 -2.6515 0.4060 -0.0056
C 1.3031 2.2496 -6.0867 -0.0001
C -0.9153 5.0702 0.1959 0.0024
C -4.5255 -1.5802 3.9503 0.0008
C 3.7724 0.3414 -2.6267 0.0264
C -0.5135 4.3460 -2.1804 0.0245
C -2.9889 1.8566 1.2746 0.0243
C 5.0768 -1.3326 -1.3158 -0.0079
C -1.0372 -5.2427 3.8498 -0.0002
C -3.8323 -0.4290 5.9454 -0.0002
C -5.5169 1.5580 0.0521 -0.0012
C 2.6950 -1.1859 -0.8852 -0.0699
C -5.4267 2.0619 1.3558 0.0111
C -3.9589 -2.4125 0.2855 0.0020
C -1.9870 -6.2009 1.8607 -0.0001
C -2.4068 -4.9425 1.4531 -0.0001
C 4.8344 1.4133 -2.3626 -0.0005
C 0.8658 -1.0981 -2.4328 -0.0902
C -2.8272 4.2934 -1.2738 0.0012
C 0.1231 5.9148 -3.9116 0.0119
C 3.9142 -0.2422 -4.0377 0.0091
C -5.5383 -3.0394 -1.9032 0.0003
C 0.4969 -2.9909 -3.9421 -0.0628
C 3.8433 -0.7559 -1.5817 0.0147
C 2.8449 -2.1411 0.1467 0.0220
C 4.2030 1.1704 2.5975 -0.0065
C 5.1032 -1.9386 5.4499 0.0003
C -4.1896 2.2135 1.9264 -0.0069
C 1.3405 -1.6008 2.0533 0.0260
C 3.5586 -0.3071 4.5847 0.0025
C 0.2044 3.3244 -2.8300 0.0057
C -4.7970 -1.1254 5.2315 0.0002
C 3.2457 3.2479 -4.8456 0.0009
C 6.0281 -1.5568 4.4894 -0.0006
C -0.2824 1.0955 -3.1729 -0.0282
H 3.1418 -1.5875 6.2462 0.0000
H -0.1027 -3.7906 0.9762 -0.0001
H -1.1012 6.3972 -2.2365 0.0000
H -2.1857 -7.0631 1.2370 0.0000
H 3.8050 0.5408 -4.7915 0.0014
H -3.0331 5.3071 -1.6241 -0.0001
H 2.2118 -1.2838 2.6282 -0.0006
H 3.2467 4.1157 -5.5044 0.0001
H -4.4277 0.8175 -1.6321 0.0002
H 2.7968 0.8240 -2.5406 0.0049
H 4.8947 -0.7047 -4.1671 0.0010
H -5.7678 -2.5623 1.4390 0.0000
H -0.5001 -5.3592 4.7822 0.0000
H 3.1546 -1.0038 -4.2194 -0.0027
H -0.8719 1.4661 -4.0184 0.0279
H 5.9383 -1.0348 -1.8988 0.0014
H 1.9449 1.4868 -6.5326 0.0007
H 3.9326 2.5139 -5.2717 -0.0002
H -2.3827 3.8633 3.0583 0.0015
H 0.1006 4.8352 0.5212 -0.0009
H 5.1130 1.7387 2.4109 0.0008
H 0.5868 -1.9874 2.7402 -0.0010
H 4.8172 2.1639 -3.1502 0.0002
H 1.9761 -2.9348 -2.4134 0.0064
H 3.6197 3.5643 -3.8719 -0.0004
H -7.1658 -3.1134 -0.5076 0.0000
H 6.1910 -2.7286 -0.1277 0.0004
H -5.2769 -2.1433 3.4128 0.0001
H -0.9753 -7.3329 3.3742 0.0000
H -1.2308 -3.1174 4.0516 0.0001
H 5.8393 0.9940 -2.3330 0.0003
H 2.1888 -3.4980 1.6180 0.0008
H 1.3603 5.1347 -5.4597 -0.0001
H -1.1818 3.1161 -0.5855 0.0353
H 1.9199 1.7444 -4.1061 0.0070
H -1.5858 4.9584 1.0492 -0.0002
H -1.1000 -2.7730 -5.3802 0.0022
H 0.2921 1.8443 -6.0156 0.0002
H 6.4434 -0.2548 2.8371 0.0001
H -3.4507 4.0944 -0.4016 0.0001
H 0.9107 -0.7413 1.5439 -0.0026
H -3.7286 -2.8950 -3.0577 -0.0004
H 2.6004 0.1905 4.6427 0.0011
H 0.0789 6.9084 -4.3385 0.0007
H 3.8691 0.7460 1.6485 -0.0009
H 1.2786 3.1085 -6.7591 0.0000
H 5.3421 -2.7170 6.1634 0.0000
H -2.3297 -2.3106 -1.0964 -0.0054
H -1.8307 0.3514 5.9335 0.0001
H -2.3078 2.3760 4.0127 -0.0006
H -3.1155 3.5946 -2.0615 -0.0001
H -0.8196 3.2013 3.5607 0.0028
H 4.6370 1.9095 -1.4111 0.0041
H -6.4844 1.4564 -0.4254 0.0001
H -6.1613 -3.2728 -2.7572 0.0000
H -0.0235 -2.5001 -0.2090 -0.0044
H -4.0483 -0.0823 6.9478 0.0000
H -2.9357 -4.8278 0.5143 0.0001
H -1.5323 -0.4338 -4.7787 0.0014
H 4.2196 -3.3810 1.1997 0.0000
H -0.9398 6.1146 -0.1169 -0.0001
H -4.1446 2.6270 2.9239 -0.0015
H 0.7557 -3.9933 -4.2580 0.0015
H -1.3652 -0.4174 3.6170 0.0024
H -6.3177 2.3448 1.9009 0.0005
H 7.0024 -2.0280 4.4557 -0.0001
H 0.9080 -3.9911 -0.4638 -0.0066
H -5.7631 -1.3230 5.6779 0.0000
```

Properties
- total energy (Ha) = -6029.8058
- energy relative to the best compared isomer or geometry (same formula, charge and spin) (eV) = 0.2216
- 2S+1 = 5
- highest occupied orbital energy (alpha / beta) (Eh) = -0.254 / -0.254